(1)
DFT (ωB97M-V with the def2-TZVPD basis set) results for a molecular structure, H29O15 in a non-equilibrium geometry.

## Properties
Strongest force on any atom, eV/A: 9.6
HOMO, eV: -6.4
Total energy, eV: -31180.298
Relative energy (zero: lowest compared OMol25 entry of this formula, charge and spin), kJ/mol: 571.4
Total charge: -1
2S+1: 1
E_LUMO, eV: 2.21

CARTESIAN COORDINATES (ANGSTROEM)
O -1.92 -2.94 0.81
O 0.97 0.05 -0.83
O 2.48 -3.58 0.88
O -0.22 -1.86 2.60
O 4.27 1.74 2.16
O 0.47 -0.09 1.59
O -2.12 2.26 -4.34
O -3.77 -1.02 0.91
O 0.19 -4.69 -1.51
O 0.44 1.88 3.14
O -3.97 1.07 -3.10
O -2.42 -2.14 -1.59
O 0.30 2.40 -0.40
O 3.26 3.18 -2.97
O 2.11 4.24 2.75
H 0.54 -2.42 2.33
H -2.15 -2.23 -0.40
H 4.24 0.70 2.16
H 0.12 1.67 0.32
H 0.82 -5.28 -1.23
H 2.80 4.02 -2.77
H -3.06 -1.57 1.23
H 0.54 0.96 3.47
H -1.76 -2.69 -2.01
H -2.09 3.23 -4.10
H -2.19 -3.75 0.30
H -0.32 1.80 2.49
H -0.15 -4.10 -0.84
H -3.99 0.22 -3.23
H -3.86 -1.71 0.21
H 3.01 -3.70 0.06
H 1.07 -0.98 -1.05
H -0.26 -0.75 1.51
H 1.60 -3.19 0.82
H 3.73 1.94 3.00
H 0.79 0.04 0.65
H -4.81 0.98 -2.68
H 2.28 3.94 1.74
H 0.04 0.08 -0.88
H 3.89 3.29 -2.41
H 1.01 1.96 -0.82
H -2.87 1.95 -3.92
H 1.20 4.16 2.88
H -0.84 -2.60 2.26

(2)
DFT (ωB97M-V with the def2-TZVPD basis set) results for 2 unconnected molecules or ions with the total composition H2INO2S in a non-equilibrium geometry.

## Properties
Strongest force on any atom, eV/A: 2.8
HOMO (spin up / spin down), eV: -9.6 / -8.7
Total energy, eV: -24549.383
Relative energy (zero: lowest compared OMol25 entry of this formula, charge and spin), kJ/mol: 308.9
Total charge: 0
2S+1: 1
E_LUMO (spin up / spin down), eV: -1.15 / -0.74

CARTESIAN COORDINATES (ANGSTROEM)
I -0.35 3.86 1.19
S 1.84 2.83 0.80
O 2.28 3.17 -0.51
O -0.78 0.00 -0.20
N 0.22 0.41 0.64
H -1.40 0.83 -0.29
H 0.79 -0.37 0.80

(3)
DFT (ωB97M-V with the def2-TZVPD basis set) results for 2 unconnected molecules or ions with the total composition H2INO2S in a non-equilibrium geometry.

## Properties
Strongest force on any atom, eV/A: 2.7
HOMO (spin up / spin down), eV: -10.8 / -10.0
Total energy, eV: -24550.778
Relative energy (zero: lowest compared OMol25 entry of this formula, charge and spin), kJ/mol: 174.3
Total charge: 0
2S+1: 1
E_LUMO (spin up / spin down), eV: -2.34 / -3.71

CARTESIAN COORDINATES (ANGSTROEM)
I 2.86 1.28 0.04
S -0.48 -1.12 0.02
O -1.15 -1.42 -1.22
O -1.04 -1.46 1.26
N -0.30 0.59 0.00
H -0.03 1.21 0.72
H 0.14 0.92 -0.82

(4)
DFT (ωB97M-V with the def2-TZVPD basis set) results for H2N2O2S in the gas phase in a non-equilibrium geometry.

## Properties
SMILES: O=[N+]([O-])NS
Strongest force on any atom, eV/A: 5.6
HOMO, eV: -9.9
Total energy, eV: -17938.372
Relative energy (zero: lowest compared OMol25 entry of this formula, charge and spin), kJ/mol: 212.4
Total charge: 0
2S+1: 1
E_LUMO, eV: 0.53

CARTESIAN COORDINATES (ANGSTROEM)
S 0.57 1.02 -1.32
O -0.48 -1.58 1.30
O 1.13 -0.11 1.03
N 0.14 -0.74 0.77
N -0.27 -0.21 -0.63
H 0.25 1.95 -0.37
H -1.34 -0.32 -0.77

(5)
DFT (ωB97M-V with the def2-TZVPD basis set) results for H2N2O2S in the gas phase in a non-equilibrium geometry.

## Properties
SMILES: O=[N+]([O-])NS
Strongest force on any atom, eV/A: 2.8
HOMO, eV: -9.2
Total energy, eV: -17938.511
Relative energy (zero: lowest compared OMol25 entry of this formula, charge and spin), kJ/mol: 199.0
Total charge: 0
2S+1: 1
E_LUMO, eV: 0.36

CARTESIAN COORDINATES (ANGSTROEM)
S 1.75 0.45 -0.24
O -0.94 1.01 0.67
O -1.76 -0.82 -0.15
N -0.89 -0.07 0.15
N 0.42 -0.56 -0.11
H 1.08 1.33 0.37
H 0.34 -1.34 -0.69

(6)
DFT (ωB97M-V with the def2-TZVPD basis set) results for 2 unconnected molecules or ions with the total composition H2N2O2S in a non-equilibrium geometry.

## Properties
Strongest force on any atom, eV/A: 2.6
HOMO, eV: -8.3
Total energy, eV: -17939.999
Relative energy (zero: lowest compared OMol25 entry of this formula, charge and spin), kJ/mol: 55.4
Total charge: 0
2S+1: 1
E_LUMO, eV: -0.29

CARTESIAN COORDINATES (ANGSTROEM)
S 0.02 -0.76 1.02
O -0.19 -1.88 1.96
O 0.76 1.15 -0.83
N -1.04 -0.85 -0.18
N -1.88 -0.89 -0.92
H 0.61 1.89 -0.25
H 1.72 1.34 -0.80